No. 1
{
  "formula": "C5H4O",
  "method": "ωB97M-V/def2-TZVPD",
  "elements": ["O", "C", "C", "C", "C", "C", "H", "H", "H", "H"],
  "positions_angstrom": [[0.3835, 1.6601, 0.8627], [-0.6951, -0.0073, -2.6860], [0.8772, 0.5139, 0.5096], [-0.4072, -0.1529, -1.5439], [-0.1636, -1.4634, 1.8562], [0.3806, -0.6007, 1.2065], [-0.6315, -2.0218, 2.6026], [1.7630, 0.3045, -0.0942], [-0.9187, 0.0374, -3.7235], [-0.5883, 1.7301, 1.0099]],
  "forces_ev_per_angstrom": [[0.51, 1.84, -0.69], [-0.61, 0.17, -2.81], [-2.44, -2.33, -1.88], [2.02, 0.59, 4.36], [0.96, 1.63, -0.55], [-0.90, -1.53, 0.88], [-0.37, -0.88, 0.40], [0.04, 1.33, 0.30], [-0.16, 0.02, -0.06], [0.95, -0.84, 0.04]],
  "nbo_charge": [-0.624, -0.458, 0.345, -0.276, -0.098, -0.137, 0.237, 0.259, 0.217, 0.534],
  "e_above_lowest_kj_mol": 636.5,
  "homo_lumo_gap_ev": 7.79,
  "max_force_ev_per_a": 4.845,
  "e_homo_ev": -9.0928,
  "e_lumo_ev": -1.30
}



No. 2
{
  "formula": "C5H4O",
  "method": "ωB97M-V/def2-TZVPD",
  "elements": ["O", "C", "C", "C", "C", "C", "H", "H", "H", "H"],
  "positions_angstrom": [[1.4798, -0.3757, 0.0370], [0.5680, -1.4535, -0.1300], [-1.7499, -0.2956, -0.0073], [-0.7192, -1.2614, -0.0999], [0.6625, 0.9099, -0.0934], [-0.6970, 0.4577, 0.0025], [0.9482, -2.4690, 0.0278], [-2.8451, -0.4496, -0.0055], [0.8381, 1.6770, 0.7108], [0.8970, 1.4533, -1.0569]],
  "forces_ev_per_angstrom": [[-0.79, 1.17, -0.30], [0.70, -0.93, 0.89], [-1.33, 0.53, 0.07], [0.92, 1.05, -0.26], [1.01, -0.14, 0.13], [-2.11, -1.21, -0.54], [0.58, 0.74, -0.38], [0.84, 0.79, 0.08], [0.45, -1.11, -0.43], [-0.28, -0.90, 0.74]],
  "nbo_charge": [-0.514, -0.023, -0.229, -0.093, -0.161, 0.101, 0.221, 0.244, 0.231, 0.224],
  "e_above_lowest_kj_mol": 424.9,
  "homo_lumo_gap_ev": 8.78,
  "smiles": "C1=C2C=C2CO1",
  "max_force_ev_per_a": 2.490,
  "e_homo_ev": -7.8906,
  "e_lumo_ev": 0.88
}